[1]
A structure of composition C4H34N2O12 at a distorted geometry, computed with the ωB97M-V functional and the def2-TZVPD basis.

## Properties
HOMO (eV): -9.237
LUMO level (eV): -0.1
Multiplicity: 1
Gap between HOMO and LUMO (Eh): 0.337
Energy above the lowest of the compared OMol25 structures with the same formula, charge and spin (kJ/mol): 916.4

Each line ends with the natural charge from an NBO analysis.
Geometry (Å):
C  1.220  0.356  -0.952  -0.1645
O  1.908  -0.896  -0.756  -0.7368
C  0.277  0.610  0.189  -0.1746
C  -0.856  1.675  0.086  -0.4553
C  -0.866  2.546  1.396  -0.2224
N  -0.616  1.927  2.705  -0.8071
N  -0.374  -0.624  0.690  -0.8984
H  0.695  0.300  -1.915  0.1888
H  2.037  1.047  -1.144  0.2443
H  1.448  -1.561  -1.202  0.4678
H  0.800  1.111  1.009  0.2146
H  -1.815  1.126  0.113  0.1973
H  -1.111  2.102  -0.882  0.2344
H  -1.828  3.050  1.394  0.2055
H  -0.016  3.225  1.261  0.1775
H  -1.471  1.467  3.028  0.3691
H  -0.067  1.079  2.635  0.3284
H  -0.633  -1.194  -0.109  0.3626
H  0.240  -1.068  1.362  0.3253
H  1.991  0.451  0.809  0.4783
H  3.445  0.797  0.641  0.4934
O  2.661  1.084  1.109  -0.9654
H  -1.213  -0.827  2.748  0.4965
H  -1.119  -1.399  4.227  0.4805
O  -1.565  -0.777  3.648  -0.9847
H  -2.767  -2.639  -0.608  0.4808
H  -2.169  -2.683  0.692  0.5032
O  -1.926  -2.896  -0.212  -0.9749
H  -0.836  1.295  -3.272  0.4835
H  -0.912  2.052  -4.553  0.4822
O  -0.326  1.929  -3.796  -0.9533
H  2.474  3.320  -1.380  0.4858
H  2.401  2.368  -0.217  0.4667
O  3.025  2.733  -0.875  -0.9616
H  -3.690  -0.607  1.592  0.4884
H  -2.880  -0.574  0.348  0.4831
O  -3.483  -1.154  0.819  -0.9684
H  1.090  -1.047  1.445  0.4978
H  1.161  0.035  2.483  0.4992
O  0.770  -0.830  2.325  -0.8716
H  2.820  -3.916  0.916  0.4795
H  1.364  -4.254  0.530  0.4749
O  1.908  -3.585  0.939  -0.9508
H  -0.412  -3.214  -1.478  0.4890
H  0.481  -3.016  -2.624  0.4579
O  -0.333  -3.484  -2.394  -0.9424
H  0.487  3.086  -0.979  0.4591
H  0.414  3.167  -2.483  0.4944
O  0.493  3.737  -1.702  -0.9529
H  -1.740  -1.964  -2.681  0.4978
H  -2.737  -0.891  -2.636  0.4663
O  -1.789  -1.008  -2.538  -0.9687

[2]
An isolated molecule of C3H4P2 at a distorted geometry, computed with the ωB97M-V functional and the def2-TZVPD basis.

## Properties
HOMO (alpha / beta) (eV): -7.581 / -7.376
LUMO level (alpha / beta) (eV): -0.8 / -1.1
Multiplicity: 1
Gap between HOMO and LUMO (alpha / beta) (Eh): 0.249 / 0.232
Energy above the lowest of the compared OMol25 structures with the same formula, charge and spin (kJ/mol): 286.1
SMILES string: C=C=P1=PC1

Each line ends with the natural charge from an NBO analysis.
Geometry (Å):
C  1.386  1.627  -0.174  -0.4088
C  0.254  0.925  -0.306  -0.3521
P  -1.320  0.539  0.309  0.6897
P  -3.379  0.381  -0.192  0.1333
C  -2.169  -1.082  0.020  -0.9641
H  1.801  1.911  0.794  0.2212
H  1.940  1.814  -1.073  0.2267
H  -2.524  -1.831  0.734  0.2292
H  -1.979  -1.757  -0.814  0.2250

[3]
A structure of composition C4H9LiO4Tb at a distorted geometry, computed with the ωB97M-V functional and the def2-TZVPD basis.

## Properties
<S²>: 12.984
HOMO (alpha / beta) (eV): -11.299 / -11.633
Net charge: +1
LUMO level (alpha / beta) (eV): -4.3 / -4.3
Multiplicity: 7
Gap between HOMO and LUMO (alpha / beta) (Eh): 0.258 / 0.271
Energy above the lowest of the compared OMol25 structures with the same formula, charge and spin (kJ/mol): 680.3

Each line ends with the Löwdin charge.
Geometry (Å):
O  0.596  0.673  -1.446  -0.6924
Li  2.364  0.639  -0.846  0.7386
O  1.638  -0.462  0.561  -0.4511
C  1.126  -1.689  0.898  -0.3411
O  -0.295  -1.836  0.842  -0.1384
C  -0.955  -1.452  -0.391  -0.1801
C  -2.213  -0.760  0.079  -0.1674
O  -1.864  0.535  0.605  -0.4169
C  -2.915  1.325  1.122  -0.0392
Tb  0.242  0.972  0.274  1.4001
H  1.464  -2.089  1.870  0.1472
H  1.447  -2.400  0.106  0.1362
H  -0.595  -0.814  -1.942  0.2666
H  -0.248  -1.961  -1.065  0.1092
H  -2.707  -1.300  0.905  0.1480
H  -2.943  -0.622  -0.733  0.1464
H  -2.462  2.241  1.518  0.1020
H  -3.637  1.573  0.330  0.1162
H  -3.395  0.760  1.935  0.1162

[4]
A structure of composition C6H11N2S at a distorted geometry, computed with the ωB97M-V functional and the def2-TZVPD basis.

## Properties
HOMO (eV): -13.026
Net charge: +1
LUMO level (eV): -5.3
Multiplicity: 1
Gap between HOMO and LUMO (Eh): 0.284
Energy above the lowest of the compared OMol25 structures with the same formula, charge and spin (kJ/mol): 693.0

Each line ends with the natural charge from an NBO analysis.
Geometry (Å):
C  -1.137  -0.411  -0.996  -0.3086
C  -0.723  0.732  -0.594  0.4354
C  -0.973  1.763  0.245  -0.6191
C  -2.589  -0.451  -0.644  -0.1420
C  -3.070  -1.480  0.364  -0.6594
C  4.068  0.518  0.065  -0.5023
N  1.825  0.541  -0.512  -0.3066
N  2.831  1.142  -0.219  -0.0176
S  -2.821  1.501  0.012  0.2505
H  -0.727  -1.362  -1.349  0.2921
H  -0.777  1.600  1.322  0.2756
H  -0.726  2.748  0.021  0.2939
H  -3.261  -0.297  -1.432  0.2408
H  -3.736  -2.100  -0.345  0.2584
H  -3.643  -0.950  1.231  0.2710
H  -2.166  -1.996  0.768  0.2319
H  4.437  1.000  0.962  0.2489
H  4.773  0.758  -0.718  0.2542
H  4.129  -0.550  0.097  0.1992
H  1.752  -0.466  -0.601  0.3038